No. 1
{"formula": "C2H2BrO3S", "method": "the ωB97M-V functional and the def2-TZVPD basis", "charge": -1, "gap_ev": 8.4, "lumo_ev": 3.1, "homo_ha": -0.1961, "multiplicity": 1, "relative_energy_kcal_mol": 24.05, "species": ["C", "C", "O", "O", "O", "S", "Br", "H", "H"], "positions_angstrom": [[0.036470, 0.144365, -0.868214], [-1.165469, 0.044882, -0.321419], [0.942288, -1.425419, 1.018621], [0.401383, 0.767352, 1.755152], [2.355522, 0.557602, 0.386757], [1.085759, -0.009562, 0.746245], [-2.733978, -0.048437, -1.520761], [0.453610, 0.098454, -1.870003], [-1.375585, -0.129238, 0.673622]], "forces_ev_per_a": [[-0.14, -0.46, 3.37], [0.20, 0.17, -4.61], [0.89, -0.55, -0.24], [-0.48, 0.62, 0.28], [1.19, -0.32, -0.36], [-0.80, 0.24, -0.93], [0.16, 0.02, 0.46], [-0.38, 0.26, 0.29], [-0.63, 0.03, 1.75]]}



No. 2
{"formula": "C20H22N5O3PRuS2", "method": "the ωB97M-V functional and the def2-TZVPD basis", "charge": 2, "gap_ev": [7.5, 5.8], "lumo_ev": [-7.2, -9.1], "homo_ha": [-0.5383, -0.5470], "multiplicity": 5, "s_squared": 6.0278, "relative_energy_kcal_mol": 0.00, "species": ["Ru", "S", "P", "S", "C", "C", "C", "C", "C", "C", "C", "C", "C", "C", "C", "C", "H", "H", "H", "H", "H", "H", "H", "H", "H", "H", "O", "N", "O", "N", "C", "C", "C", "N", "H", "H", "H", "H", "N", "C", "N", "C", "C", "O", "C", "C", "H", "H", "H", "H", "H", "H", "H", "H"], "positions_angstrom": [[0.406509, 0.400845, -0.139261], [-0.361973, -1.895472, 0.110576], [-1.922510, -1.052221, 1.125092], [-1.444688, 1.000201, 1.071599], [-2.056381, -1.581046, 2.812078], [-3.094850, -2.445320, 3.165361], [-3.158833, -2.921792, 4.464673], [-2.199850, -2.538692, 5.392116], [-1.165419, -1.679885, 5.032780], [-1.084384, -1.201141, 3.740481], [-3.465377, -1.249441, 0.246419], [-4.584161, -0.564916, 0.736143], [-5.797402, -0.700182, 0.087441], [-5.896138, -1.514723, -1.036877], [-4.785382, -2.192718, -1.519279], [-3.560473, -2.061395, -0.881706], [-3.843304, -2.740225, 2.441866], [-3.958112, -3.589647, 4.753217], [-2.256580, -2.912058, 6.405667], [-0.424830, -1.386617, 5.763287], [-0.275682, -0.539685, 3.454469], [-4.510484, 0.059040, 1.619919], [-6.668081, -0.179577, 0.460982], [-6.849577, -1.625420, -1.535245], [-4.873113, -2.833784, -2.385626], [-2.694640, -2.595810, -1.250842], [1.299420, 2.233780, 1.401080], [1.746620, 1.324949, 2.061466], [1.472770, 0.159352, 1.572523], [-1.799642, 0.990122, -2.166540], [-2.091534, 1.084529, -3.466862], [-0.906703, 0.965953, -4.168961], [0.071935, 0.800471, -3.199928], [-0.474603, 0.817309, -1.974880], [-2.423026, 1.049814, -1.374742], [-3.104579, 1.238078, -3.798756], [-0.775901, 1.000065, -5.235328], [1.132805, 0.662900, -3.310950], [2.209454, 0.769141, -1.050498], [3.298524, 1.181608, -0.926229], [4.482248, 1.634338, -0.793066], [4.855601, 3.012156, -1.201115], [5.972634, 2.914615, -2.231014], [7.042204, 2.157177, -1.716081], [6.674201, 0.820426, -1.470455], [5.612152, 0.759597, -0.381313], [5.203019, 3.523680, -0.302951], [3.973853, 3.517581, -1.590683], [6.354504, 3.908970, -2.454515], [5.593922, 2.466914, -3.159150], [7.566885, 0.291586, -1.141658], [6.303576, 0.346774, -2.388680], [5.998375, 1.159418, 0.556659], [5.236998, -0.249621, -0.222702]], "forces_ev_per_a": [[-0.01, 0.03, 0.09], [-0.03, -0.10, 0.01], [-0.05, -0.05, -0.07], [-0.08, -0.02, 0.02], [-0.05, -0.02, -0.11], [-0.02, 0.01, 0.02], [0.01, 0.01, 0.01], [0.00, 0.01, -0.02], [-0.01, -0.02, 0.04], [0.03, 0.06, -0.04], [0.05, 0.03, 0.08], [0.02, 0.01, 0.00], [-0.01, -0.01, -0.01], [0.01, 0.00, 0.00], [-0.01, 0.00, 0.00], [0.03, -0.01, 0.01], [0.00, -0.02, 0.00], [-0.01, -0.01, 0.00], [0.00, 0.00, 0.00], [0.01, 0.00, 0.01], [0.02, -0.01, 0.01], [0.00, 0.00, 0.01], [-0.01, 0.01, 0.00], [-0.01, 0.00, 0.00], [0.00, 0.00, 0.00], [0.00, 0.00, 0.00], [0.01, -0.07, -0.03], [0.11, 0.16, 0.16], [0.05, 0.01, -0.11], [-0.03, 0.00, -0.06], [0.04, 0.02, 0.07], [0.01, -0.01, 0.03], [0.04, -0.02, -0.06], [-0.13, 0.05, 0.03], [0.01, 0.00, -0.01], [-0.02, 0.00, -0.01], [0.01, 0.00, -0.01], [0.00, 0.00, -0.02], [0.01, -0.11, -0.11], [0.00, 0.13, 0.18], [-0.04, -0.13, -0.11], [0.02, 0.10, -0.02], [-0.07, 0.01, 0.02], [0.08, 0.03, -0.02], [-0.04, -0.05, 0.04], [0.06, -0.03, 0.01], [0.00, 0.01, -0.02], [0.01, 0.01, -0.01], [-0.01, 0.00, 0.02], [0.00, 0.00, 0.01], [-0.01, 0.01, 0.01], [0.00, 0.00, 0.01], [0.00, -0.01, 0.00], [0.02, -0.01, 0.00]]}



No. 3
{"formula": "C16H56BNO13", "method": "the ωB97M-V functional and the def2-TZVPD basis", "gap_ev": 5.4, "lumo_ev": -1.8, "homo_ha": -0.2616, "multiplicity": 1, "species": ["N", "H", "H", "H", "H", "B", "H", "H", "H", "H", "C", "C", "O", "H", "H", "H", "H", "H", "H", "C", "C", "O", "H", "H", "H", "H", "H", "H", "C", "C", "O", "H", "H", "H", "H", "H", "H", "C", "C", "O", "O", "H", "H", "H", "H", "H", "H", "C", "C", "O", "O", "H", "H", "H", "H", "H", "H", "C", "C", "O", "O", "H", "H", "H", "H", "H", "H", "C", "C", "O", "O", "H", "H", "H", "H", "H", "H", "C", "C", "O", "O", "H", "H", "H", "H", "H", "H"], "positions_angstrom": [[16.650990, -15.797340, 13.685600], [17.190290, -15.877770, 14.535770], [15.792500, -16.328570, 13.715020], [17.210340, -16.137590, 12.916530], [16.397380, -14.821540, 13.625570], [19.654880, -16.231700, 17.841450], [20.443700, -16.303050, 18.574190], [18.830990, -15.745490, 18.340510], [19.903570, -15.731550, 16.918280], [19.332490, -17.217370, 17.543540], [21.769720, -14.494390, 11.192000], [21.540230, -14.559210, 9.729200], [20.266710, -15.212140, 9.601800], [21.830830, -15.463840, 11.686490], [20.995670, -13.870980, 11.639570], [22.756560, -14.076980, 11.392020], [22.382620, -15.007900, 9.202740], [21.308650, -13.595880, 9.274820], [20.035710, -15.171080, 8.670910], [11.848380, -12.180710, 7.691730], [12.618960, -13.044460, 8.714070], [13.924930, -12.649500, 8.845560], [12.308800, -12.335880, 6.716010], [11.678580, -11.117940, 7.864310], [10.877680, -12.644100, 7.515380], [12.675380, -14.093760, 8.424410], [12.107070, -12.989130, 9.674810], [14.325380, -12.732230, 7.977000], [20.588450, -23.149600, 11.050120], [20.439220, -21.661650, 10.761970], [19.183740, -21.455170, 10.162070], [20.644480, -23.730710, 10.129650], [19.839570, -23.572150, 11.719980], [21.588800, -23.236840, 11.474150], [21.237400, -21.321240, 10.102330], [20.459860, -21.184160, 11.741600], [19.298500, -20.718420, 9.557400], [16.987130, -19.838980, 22.331600], [15.733460, -19.021940, 21.865810], [15.725220, -18.789790, 20.424820], [18.197530, -19.075300, 22.187620], [17.049530, -20.733930, 21.712520], [16.939780, -20.045590, 23.400790], [15.730280, -18.067080, 22.391480], [14.867130, -19.622000, 22.144180], [16.594970, -18.452670, 20.197910], [18.339920, -18.705930, 21.313040], [23.864430, -10.923190, 19.262050], [24.621240, -9.620810, 19.582740], [25.940800, -9.893540, 20.035390], [22.575030, -10.670950, 18.724930], [23.761750, -11.627270, 20.087770], [24.444900, -11.473580, 18.521620], [24.024900, -9.116610, 20.343180], [24.733240, -8.942750, 18.736690], [26.358330, -9.066410, 20.286660], [22.165900, -11.494290, 18.448640], [13.169040, -20.987570, 14.064910], [11.902040, -20.118080, 13.719600], [12.137480, -18.791600, 13.990340], [13.160900, -21.305090, 15.468130], [14.119030, -20.479160, 13.900190], [13.252910, -21.856120, 13.411690], [10.979720, -20.481840, 14.172480], [11.758640, -20.226000, 12.644470], [11.345550, -18.509530, 14.453890], [13.407340, -20.542590, 15.996770], [14.623350, -10.781030, 18.739800], [13.557070, -11.154580, 17.766040], [14.144280, -11.055330, 16.493300], [14.840280, -9.363170, 18.577530], [15.486820, -11.399120, 18.493920], [14.255300, -11.013700, 19.739060], [12.651780, -10.555840, 17.866220], [13.182120, -12.170930, 17.886740], [14.142880, -10.136330, 16.215720], [15.270780, -9.215400, 17.732280], [17.749890, -6.256630, 13.435480], [18.531560, -7.518630, 13.096060], [18.223890, -7.949020, 11.708550], [16.440150, -6.484750, 13.706630], [17.953440, -5.467610, 12.711520], [18.099780, -5.843080, 14.381340], [18.323040, -8.355760, 13.762260], [19.606160, -7.353080, 13.172970], [17.265720, -7.999040, 11.740170], [15.971890, -5.651090, 13.792310]], "forces_ev_per_a": [[-0.15, 0.11, 0.19], [0.38, -0.47, 0.89], [-0.34, -0.45, 0.34], [0.35, 0.21, -0.51], [0.07, 0.57, -0.53], [-0.16, -0.02, 0.04], [3.40, -0.23, 2.55], [-3.55, 2.15, 1.88], [1.30, 2.42, -3.74], [-1.36, -4.30, -1.08], [0.93, 0.56, 0.72], [-1.23, 0.29, -0.21], [0.14, -0.91, -0.51], [-0.45, -0.18, -0.28], [0.15, -0.12, 0.25], [-0.06, 0.43, 0.07], [-0.23, -0.47, -0.19], [0.91, 0.52, 0.26], [-0.21, -0.14, -0.07], [-0.31, -1.45, -0.60], [-1.61, 0.31, -0.47], [1.82, 0.89, 0.60], [0.36, 0.41, -0.14], [0.44, -0.16, 0.44], [-0.32, 0.06, 0.29], [-0.87, -0.22, -0.29], [0.28, 0.03, 0.19], [0.22, 0.12, -0.01], [1.07, 0.18, -0.51], [-0.38, -1.31, 0.70], [-0.44, 0.54, -0.58], [-0.35, 0.00, -0.08], [0.03, 0.25, -0.04], [-0.03, -0.34, 0.45], [0.16, 0.09, 0.20], [0.28, 0.56, -0.08], [-0.35, 0.05, -0.05], [-0.07, 1.64, -1.17], [1.24, -0.61, -0.31], [-0.21, -0.56, 1.37], [-0.20, -0.18, 0.62], [-0.07, -0.30, 0.22], [-0.19, -0.23, -0.15], [-0.13, 0.05, 0.07], [-0.23, 0.22, -0.33], [0.07, 0.24, -0.20], [-0.15, -0.20, -0.23], [0.63, -0.71, -0.92], [-0.59, 0.01, 0.31], [-0.12, -0.67, 0.23], [-0.01, 0.97, 0.09], [0.29, 0.46, 0.59], [0.29, -0.01, -0.19], [0.06, 0.27, 0.21], [-0.63, -0.24, -0.41], [-0.09, 0.01, -0.01], [0.14, -0.13, 0.10], [-0.81, 1.12, 1.19], [1.58, -2.35, -1.58], [-0.26, 1.58, 1.00], [-0.20, -0.96, -0.54], [-0.22, 0.69, -0.50], [-0.49, -0.47, 0.61], [0.30, -0.30, 0.39], [-0.12, -0.07, -0.37], [0.23, 0.62, 0.08], [0.07, 0.17, -0.27], [-0.83, 0.41, -0.04], [-0.48, -0.59, 0.01], [-0.19, -0.10, -1.26], [0.19, -0.57, 0.73], [0.30, 0.24, 0.26], [0.40, 0.49, 0.25], [0.13, 0.49, 0.01], [0.42, -0.29, 0.02], [-0.14, 0.02, -0.06], [0.23, -0.12, 0.04], [2.70, 0.73, 1.27], [-0.48, -0.21, -1.41], [0.41, 0.52, 1.68], [-2.90, -1.06, -0.64], [-0.20, -0.17, -0.56], [1.17, 0.00, 0.14], [-0.32, 0.12, 0.22], [-0.10, 0.25, -0.30], [-0.26, -0.15, -0.38], [-0.02, -0.04, -0.02]]}



No. 4
{"formula": "C21H19Cl2N6O4Re", "method": "the ωB97M-V functional and the def2-TZVPD basis", "charge": 1, "gap_ev": [6.2, 6.2], "lumo_ev": [-3.7, -4.5], "homo_ha": [-0.3651, -0.3933], "multiplicity": 4, "s_squared": 3.7994, "relative_energy_kcal_mol": 0.00, "species": ["Re", "O", "C", "C", "C", "C", "C", "C", "C", "O", "N", "N", "C", "C", "C", "C", "C", "C", "N", "H", "H", "H", "H", "H", "H", "H", "H", "H", "H", "C", "O", "C", "O", "N", "N", "H", "H", "H", "H", "H", "H", "Cl", "C", "C", "C", "C", "C", "Cl", "C", "N", "H", "H", "H"], "positions_angstrom": [[-0.380309, -0.486419, 0.253649], [2.402297, -1.735249, -3.247504], [3.447632, -0.990825, -2.835713], [4.517179, -0.822438, -3.712964], [5.596739, -0.047930, -3.344919], [5.631920, 0.595308, -2.107532], [4.587483, 0.429931, -1.228659], [3.488908, -0.373212, -1.567322], [2.405258, -0.562101, -0.611935], [1.345251, -1.243384, -0.919591], [2.531321, -0.061705, 0.613021], [1.409766, -0.263886, 1.301730], [1.400491, -0.387186, 2.595008], [0.191438, -0.939334, 3.118083], [-0.058477, -1.192759, 4.466047], [-1.216306, -1.841086, 4.829916], [-2.108980, -2.243328, 3.835166], [-1.828291, -1.941458, 2.525777], [-0.707313, -1.296424, 2.159059], [1.774718, -1.798239, -2.506240], [4.478978, -1.315024, -4.675278], [6.430602, 0.060616, -4.026247], [6.477911, 1.213318, -1.841361], [4.587586, 0.918520, -0.264969], [2.296636, -0.216126, 3.175372], [0.665710, -0.875933, 5.203758], [-1.435405, -2.036996, 5.870309], [-3.010655, -2.783337, 4.083426], [-2.515932, -2.201114, 1.732573], [0.379697, 1.880946, -4.052578], [-0.439217, 0.698643, -3.967023], [-0.649147, 0.178071, -2.784169], [-0.248408, 0.664026, -1.730011], [-1.371989, -0.959715, -2.868311], [-1.709386, -1.648858, -1.710849], [0.032651, 2.415066, -4.930409], [1.420269, 1.588178, -4.176141], [0.264903, 2.495889, -3.164158], [-1.688795, -1.269044, -3.773069], [-1.402078, -2.612470, -1.767476], [-2.705932, -1.599497, -1.527919], [-0.725969, 2.688685, 1.901959], [-2.386747, 2.244501, 1.999178], [-3.252594, 2.998777, 2.756694], [-4.607918, 2.694302, 2.767601], [-5.097084, 1.638856, 2.010863], [-4.233014, 0.870794, 1.264992], [-4.828435, -0.469308, 0.356084], [-2.830835, 1.105029, 1.242117], [-2.014331, 0.298771, 0.574866], [-2.870590, 3.832595, 3.329902], [-5.286488, 3.289106, 3.362479], [-6.154720, 1.414452, 2.012718]], "forces_ev_per_a": [[-0.55, 0.47, -0.68], [0.04, -0.10, -0.20], [0.07, 0.24, 0.27], [-0.06, -0.05, -0.05], [0.01, 0.01, 0.02], [0.06, 0.03, 0.03], [-0.03, -0.04, -0.07], [-0.05, -0.20, -0.29], [0.03, 0.15, 0.75], [-0.56, -0.10, 0.09], [0.81, 0.39, -0.49], [-1.00, -0.26, 0.00], [0.34, 0.25, -0.38], [-0.51, -0.19, 0.11], [0.19, 0.12, -0.08], [-0.16, -0.06, -0.13], [0.15, -0.02, 0.24], [-0.15, 0.01, -0.15], [0.21, 0.03, 0.03], [-0.02, 0.02, 0.07], [-0.01, -0.01, 0.01], [-0.03, 0.01, -0.03], [-0.01, 0.00, 0.01], [0.03, -0.03, 0.02], [0.02, -0.03, 0.01], [0.00, 0.01, -0.01], [0.04, -0.02, 0.01], [-0.04, 0.04, -0.05], [0.01, 0.07, -0.02], [0.15, 0.26, 0.00], [-0.12, -0.05, 0.02], [-0.08, -0.16, -0.26], [0.17, -0.16, 1.07], [0.06, 0.04, -0.09], [0.28, 0.03, 0.40], [0.00, -0.04, -0.01], [-0.02, -0.06, 0.03], [-0.03, -0.04, -0.01], [-0.03, -0.04, -0.04], [0.00, -0.06, -0.09], [-0.05, 0.09, 0.08], [0.27, -0.07, 0.06], [-0.27, -0.71, -0.45], [-0.05, 0.07, 0.03], [0.04, 0.01, 0.02], [-0.17, 0.04, 0.05], [0.49, 0.14, 0.09], [-0.19, -0.22, -0.14], [-0.49, 0.71, 0.54], [1.18, -0.46, -0.26], [0.01, 0.01, -0.04], [-0.01, 0.00, -0.01], [0.01, -0.05, -0.04]]}